(1)
A structure of composition C20H52ClN3O3Ti. Source: the Open Molecules 2025 dataset; level of theory: ωB97M-V/def2-TZVPD.

Properties
HOMO energy (spin up / spin down) ... -0.5578 / -0.6279 hartree
Net charge ... +3
Multiplicity ... 4
Frontier orbital gap (spin up / spin down) ... 7.218 / 8.808 eV

Last column: Löwdin spin population.
Geometry (Å):
C 2.97633 1.53626 -0.11806  0.001
C 0.03107 1.94022 0.79794  0.000
H -2.14985 -4.20168 7.05131  0.000
C 1.61400 -0.72652 -4.55591  0.003
C 0.96023 3.60251 2.38431  0.000
C 0.15712 1.72945 5.82053  0.000
H 1.69618 3.93017 3.11384  0.000
C -2.12940 -2.23327 3.42204  0.000
H -2.81970 -4.14281 4.21204  0.000
H -0.34979 -0.90469 -7.99519  0.000
H -1.77755 -2.39621 7.02019  0.000
C 0.82579 0.74321 3.69734  0.000
H -1.85852 -1.33326 3.97996  0.000
H -3.74280 -3.02462 2.26840  0.000
O 1.28291 1.91559 -3.41195  0.000
H 0.41190 1.30782 -0.00227  0.000
H 1.08187 1.57122 6.37911  0.000
H 2.09946 -0.88127 -3.59402  0.005
N 0.13173 -0.86374 -4.48574  0.001
C 1.67157 3.22652 -3.81011  0.000
H -1.60343 -0.70660 -5.62579  0.000
H -2.05733 -2.13571 -2.78228  0.000
C -0.38486 0.13077 -3.46440  0.000
C -1.47273 -3.40793 6.73593  0.000
H -0.55985 -2.25654 1.89462  0.002
H 2.36289 0.73646 -0.53389  0.002
H 3.21781 3.05366 1.37119  0.000
H 1.09015 3.59857 -4.65918  0.000
Ti 2.29032 -3.38346 -0.58277  2.865
H -0.52580 1.25349 1.43372  0.000
N 1.26124 2.31689 1.61713  0.000
H 1.39192 3.92557 -3.01422  0.000
H -0.55045 -3.55409 7.29641  0.000
H 2.72535 3.31362 -4.05173  0.000
H 0.04130 3.40694 2.92682  0.000
H 0.86254 4.36037 1.61295  0.000
H -0.58739 0.94338 5.95855  0.000
H 2.02615 -1.42720 -5.27706  0.000
H -4.02860 -1.37319 2.61815  0.000
H 0.61711 -2.59935 -3.36390  0.018
H -1.68722 -3.68544 -3.61159  0.000
H -1.46223 -0.01730 -3.44074  0.000
C -1.62846 -2.59965 -3.66552  0.001
C -3.22600 -2.06782 2.37201  0.000
H -2.86045 -1.74505 1.39669  0.000
H 2.73133 1.37832 2.72571  0.000
C 1.68833 1.16095 2.50440  0.000
H 1.07029 -1.37957 -7.09753  0.000
O 0.67210 1.89473 4.48396  0.000
H -0.66585 2.12889 -2.84835  0.000
H -2.21705 -2.26575 -4.52121  0.000
H 1.46685 0.00240 4.19009  0.000
H -0.35838 0.50550 -5.99964  0.000
C -0.01170 -1.28896 -7.03558  0.000
H -1.34616 3.70098 0.95347  0.000
H 1.72899 0.30106 1.82784  0.001
H 2.09101 3.43299 -0.00344  0.000
C 2.42069 2.69650 0.72600  0.000
H 0.02638 -0.13840 -2.48960  0.000
H -0.32084 2.65732 6.12563  0.000
C -0.81467 3.06249 0.25051  0.000
C -0.18485 -2.30678 -4.05246  0.008
H -0.38692 3.70419 -0.52312  0.000
H -1.63019 2.60701 -0.32338  0.000
N -0.85901 -2.71242 2.77333  0.001
H -0.14843 -2.78005 3.51091  0.000
C -0.07144 1.62191 -3.61270  0.000
Cl 0.30975 -1.62265 -0.16028  0.087
H -0.45733 -2.28589 -6.95907  0.000
H -0.16366 0.38402 3.40108  0.000
H 1.82868 0.30428 -4.82907  0.000
H -3.36088 -2.85351 5.14948  0.000
C -2.48229 -3.15183 4.56761  0.000
C -0.54635 -0.55373 -5.81780  0.000
H 3.73011 1.02829 0.48828  0.000
O -1.33194 -3.40212 5.31625  0.000
H 0.08673 -2.85538 -4.95608  0.000
H 3.48182 1.95565 -0.98785  0.000
H -0.39503 1.89732 -4.62165  0.000
H -0.94465 -3.70306 2.50944  0.001

Atoms 1-2, force components in eV/Å:
C 1.09 -0.30 0.40
C 0.55 -0.35 0.15

=====

(2)
A structure of composition C20H52MnNO2P2Si4. Source: the Open Molecules 2025 dataset; level of theory: ωB97M-V/def2-TZVPD.

Properties
HOMO energy (spin up / spin down) ... -0.2117 / -0.2479 hartree
Multiplicity ... 5
Frontier orbital gap (spin up / spin down) ... 5.770 / 6.508 eV

Last column: Löwdin spin population.
Geometry (Å):
N 0.04447 1.47640 -3.34691  0.058
H 0.92207 -0.73920 -2.07291  -0.040
H -1.67043 -2.64710 -1.96021  0.000
H 2.09917 -4.23070 1.19059  0.000
H 2.61757 3.55950 -2.81881  0.001
H 0.16687 2.96840 -6.93111  0.000
C -0.75653 1.51360 -5.61231  0.001
H -3.60253 -0.73790 0.72429  0.000
H -0.13373 -3.29420 -3.43201  0.000
H -0.71643 1.85910 -0.66591  -0.086
C 0.96857 3.04900 -4.91491  0.001
C 1.69687 3.06010 -2.46981  0.008
H 1.88097 2.64610 4.38069  0.000
H -2.78283 -2.02540 -0.70101  0.000
H 1.07347 3.81820 -1.95551  -0.001
H 0.19897 2.59510 3.77649  0.000
C 0.43217 -3.07250 3.50939  0.005
H -3.66573 0.77780 -0.74361  0.000
C -1.11153 -3.60140 1.17679  0.000
H -0.40923 -2.63770 4.08629  0.000
H 2.21247 -2.83860 0.03089  0.000
Mn 0.06647 0.56430 -1.38821  3.868
H -2.00073 -3.32650 1.77069  0.000
C -3.41623 -0.63650 1.79239  0.000
H -3.09843 0.76050 4.30929  0.001
Si 0.34987 -2.55500 1.72519  0.011
C 2.02037 -3.13040 1.07639  0.001
C 0.89517 2.50630 -3.62591  0.010
C 2.35907 2.71440 0.36399  0.003
O -0.49023 -3.12830 -4.34641  0.000
H -2.58643 -0.19300 -4.54621  0.001
C -2.29333 2.18380 1.65339  -0.006
C -2.06403 0.46650 4.03559  0.004
H 3.40847 -0.99190 2.99279  0.000
H 0.39087 -3.33970 -0.96691  0.000
H -3.38233 -2.25080 -2.39201  0.000
H 1.46107 3.29550 0.62769  -0.001
H -4.32263 0.38460 -2.37731  0.001
C 3.29637 0.10020 2.87499  0.001
H 3.70677 0.38100 1.88869  0.000
H -2.44723 2.25620 0.56399  -0.005
H 3.23127 3.38070 0.24489  0.000
H -1.42483 1.10050 -6.37321  0.000
H -3.22353 1.80220 -2.13751  -0.001
H 1.66557 3.86750 -5.11711  0.000
H 0.77877 -2.16620 -1.89241  -0.006
C 3.61447 1.00290 -1.60701  0.006
H 1.92887 0.50250 5.54409  0.001
C -1.65613 -0.19340 -3.95051  0.007
C -0.77753 0.97550 -4.31641  0.010
H 3.85047 0.22150 -0.86511  0.000
C -2.51593 -1.96980 -1.76991  0.004
H -0.88123 -4.66420 1.38859  0.000
H -1.46103 2.85000 1.95699  0.000
H -1.12533 -1.15300 -4.16831  0.000
H -1.37133 -3.51800 0.11939  0.000
H 2.55017 1.99300 1.17629  0.000
H 2.82187 -2.66380 1.67399  0.000
C 0.13047 2.55050 -5.92001  0.005
H 1.41957 -2.79600 3.90559  0.000
C 1.22987 -0.06210 4.89389  0.005
P 1.99247 1.75400 -1.15901  0.025
H 4.43047 1.74680 -1.63341  0.001
Si 1.48517 0.54940 3.11949  0.014
H 0.32437 -3.00410 -4.86531  0.000
H 1.51977 3.10970 2.73099  0.000
H -3.29753 -1.63330 2.25089  0.000
H -1.39843 1.23620 4.45439  0.000
Si -1.92573 0.42260 2.17749  0.009
Si 0.13487 -0.28970 1.33509  0.050
H 0.38457 -4.17890 3.56519  0.001
H 3.89517 0.58790 3.67069  0.000
H 1.48317 -1.11110 5.05299  0.000
H -3.22763 2.52020 2.14779  0.000
O 0.67727 -3.16550 -1.88211  -0.006
C 1.24927 2.39200 3.50539  0.000
C -3.44733 0.76960 -1.82461  0.008
P -1.94633 -0.26000 -2.11181  0.029
H -1.85543 -0.53890 4.45609  0.000
H -4.31113 -0.16050 2.24309  0.000
H 3.50767 0.51850 -2.59131  0.000
H 0.22307 0.11510 5.28969  0.000

Atoms 1-2, force components in eV/Å:
N -0.08 0.83 -1.82
H -0.19 0.51 0.12